{"formula": "C40H76N4O20", "method": "ωB97M-V/def2-TZVPD", "elements": ["C", "O", "C", "C", "O", "C", "H", "H", "H", "H", "H", "H", "H", "H", "H", "H", "C", "O", "C", "C", "O", "C", "H", "H", "H", "H", "H", "H", "H", "H", "H", "H", "C", "O", "C", "C", "O", "C", "H", "H", "H", "H", "H", "H", "H", "H", "H", "H", "C", "O", "C", "C", "O", "C", "H", "H", "H", "H", "H", "H", "H", "H", "H", "H", "C", "O", "N", "C", "C", "H", "H", "H", "H", "H", "H", "H", "C", "O", "N", "C", "C", "H", "H", "H", "H", "H", "H", "H", "C", "O", "N", "C", "C", "H", "H", "H", "H", "H", "H", "H", "C", "O", "N", "C", "C", "H", "H", "H", "H", "H", "H", "H", "C", "C", "C", "O", "C", "C", "C", "O", "O", "O", "H", "H", "H", "H", "C", "C", "C", "O", "C", "C", "C", "O", "O", "O", "H", "H", "H", "H"], "xyz": [[-2.59007, 3.98587, 3.34645], [-1.54073, 3.56739, 2.55682], [-1.76167, 3.67971, 1.17947], [-0.72743, 2.90274, 0.43138], [-1.09919, 2.49047, -0.82249], [-1.36623, 3.43775, -1.79344], [-2.27843, 4.35000, 4.32542], [-3.19539, 3.08290, 3.42601], [-3.27913, 4.72153, 2.93161], [-1.69064, 4.72377, 0.87450], [-2.75270, 3.37754, 0.84089], [-0.33974, 2.06133, 1.00568], [0.18126, 3.50406, 0.45955], [-2.26090, 4.02366, -1.58275], [-1.51401, 2.91473, -2.73827], [-0.47886, 4.06077, -1.90535], [1.94946, -3.09011, 0.56023], [0.99897, -2.61262, 1.41970], [1.43541, -1.65519, 2.23775], [2.45083, -2.13132, 3.38055], [2.52639, -1.30523, 4.55479], [3.62590, -1.62530, 5.28541], [1.49882, -3.77025, -0.16256], [2.60464, -3.79338, 1.07429], [2.68288, -2.52097, -0.01098], [0.53633, -1.21678, 2.67084], [1.87673, -0.83489, 1.67168], [3.43264, -2.24761, 2.92161], [2.15004, -3.13401, 3.68425], [3.52060, -2.60061, 5.76059], [3.95081, -0.88764, 6.01915], [4.54633, -1.78629, 4.72417], [-5.00744, -0.79591, 1.41149], [-3.88183, -0.33529, 2.26264], [-2.70874, -0.02537, 1.57073], [-2.69813, 1.38331, 0.87475], [-3.57341, 1.32662, -0.34523], [-3.85013, 2.54887, -1.10021], [-5.87433, -1.09396, 2.00121], [-4.70967, -1.65229, 0.80647], [-5.29180, 0.03141, 0.76126], [-2.35416, -0.74091, 0.82885], [-1.92539, -0.09090, 2.32583], [-1.63825, 1.60870, 0.75660], [-3.06413, 2.13017, 1.57927], [-3.26603, 2.64466, -2.01550], [-3.76506, 3.48626, -0.55053], [-4.90800, 2.50554, -1.35935], [-5.63211, 1.44438, -5.75103], [-4.53387, 0.91226, -4.95513], [-4.82253, 0.57906, -3.59486], [-3.47007, 0.15362, -3.00236], [-2.55633, 1.20607, -2.90779], [-1.17182, 0.72616, -2.68474], [-5.46724, 1.25143, -6.81107], [-5.70987, 2.53129, -5.72482], [-6.54833, 1.01158, -5.34937], [-5.48546, -0.28331, -3.66513], [-5.39247, 1.25813, -2.96072], [-3.10801, -0.70645, -3.56565], [-3.57404, -0.32229, -2.02727], [-1.24164, 0.95687, -1.62173], [-0.35707, 1.38634, -2.98214], [-1.09562, -0.33295, -2.93090], [2.09363, 4.06256, -0.38039], [2.40203, 5.27473, -0.09781], [2.46448, 3.51902, -1.53915], [2.05950, 2.15322, -1.83124], [3.05065, 4.28398, -2.66929], [1.45382, 3.44203, 0.26597], [2.89599, 1.45944, -1.74730], [1.69351, 2.21889, -2.85586], [1.30521, 1.64973, -1.22656], [4.10310, 4.07606, -2.86221], [2.60607, 4.14347, -3.65454], [3.20271, 5.33096, -2.40698], [1.89054, -0.47292, -0.29406], [2.60988, 0.00951, -1.13455], [0.56826, -0.29264, -0.07539], [-0.13593, 0.66976, -0.86355], [-0.35416, -1.18465, 0.61515], [2.20127, -1.28470, 0.38173], [-0.49125, 1.34734, -0.08719], [-0.96663, 0.29614, -1.46226], [0.44969, 1.17964, -1.62853], [-1.10047, -0.82206, 1.32201], [-0.90623, -1.85164, -0.04699], [0.16577, -1.84277, 1.31132], [-0.43509, -4.25187, 1.87835], [-1.16967, -4.30615, 2.83165], [-0.88069, -4.17978, 0.59386], [-2.28375, -4.27644, 0.28342], [0.00862, -4.16997, -0.56946], [0.66330, -4.31400, 1.83496], [-2.49508, -5.21726, -0.22480], [-2.62811, -3.38494, -0.24074], [-2.79598, -4.37067, 1.24094], [0.13832, -3.20956, -1.06836], [1.04975, -4.47429, -0.46209], [-0.48386, -4.86797, -1.24648], [5.18626, -3.03225, 1.57760], [4.13963, -3.40771, 2.04009], [5.36223, -2.00163, 0.64316], [6.65622, -1.56266, 0.17452], [4.31961, -1.07650, 0.33920], [6.18607, -3.46645, 1.73264], [6.62974, -1.28797, -0.87997], [7.35231, -2.40143, 0.17961], [7.08900, -0.69349, 0.66984], [4.35739, -0.02157, 0.61083], [4.14855, -1.21457, -0.72840], [3.37336, -1.47101, 0.70945], [1.99619, 1.72458, 4.09336], [1.22258, 2.25318, 5.05976], [-0.20432, 2.66929, 4.95722], [-1.00002, 3.11043, 5.81819], [-0.80693, 2.22945, 3.67321], [-0.08030, 1.57881, 2.75869], [1.43989, 1.30090, 2.81328], [2.13954, 0.87900, 1.90921], [-0.50185, 1.01519, 1.64860], [1.75621, 2.50906, 6.30830], [2.95685, 1.30826, 4.35836], [-1.87472, 2.33463, 3.54998], [0.26079, 0.69672, 1.16017], [1.15702, 2.90329, 6.94638], [1.57930, -3.65271, -2.99224], [1.58700, -2.36961, -2.65407], [0.69526, -1.31090, -3.18119], [0.84041, -0.21949, -2.75984], [-0.16333, -1.75786, -4.28467], [-0.23603, -3.07555, -4.65381], [0.66988, -4.15343, -4.06468], [0.67839, -5.27450, -4.48066], [-0.89449, -3.46381, -5.79697], [2.40029, -1.83433, -1.68803], [2.29923, -4.27487, -2.48133], [-0.77949, -1.00794, -4.75835], [-0.52053, -4.30535, -6.06820], [2.22374, -0.89232, -1.74327]], "forces_ev_per_angstrom": [[-2.3150, 0.7714, 0.3934], [-0.2059, 5.0128, -3.3677], [-0.2043, 2.4863, -1.7835], [1.6957, 5.4431, -0.0613], [-2.5442, 4.5352, -2.5019], [0.8831, 1.9611, -0.9661], [0.1627, -0.2948, -0.1975], [-0.8798, 0.1905, 0.8509], [0.4502, 0.2656, -0.5255], [0.1876, 0.5092, 0.2359], [0.5489, 0.8196, 0.5135], [-0.5527, 3.3049, -1.8724], [-1.1724, 0.5973, -0.6441], [0.6559, 0.4839, -0.1105], [-0.0748, 0.4691, 0.2431], [0.0224, 0.4857, -0.0329], [3.9780, -3.7875, -0.7272], [6.6375, -5.2312, 1.6623], [3.4394, 2.4152, 5.7275], [-0.9452, 0.3115, -0.4177], [-1.5145, 0.9594, -1.7684], [1.9902, -1.1280, 1.0083], [3.3512, 4.7714, 2.3753], [-0.3621, -0.0466, 0.3513], [-1.0893, -0.6743, 0.8314], [0.2680, 0.0104, 0.8043], [-0.1923, -0.8548, 1.3331], [-0.8131, 0.8373, 0.8457], [-0.1216, -0.2745, 0.0953], [-0.2978, -0.1428, 0.5412], [-0.8294, 0.2626, 0.1389], [0.1067, 0.2159, -0.8551], [1.2102, 0.9168, 0.4002], [-2.1636, -1.0333, -0.5929], [-1.7275, 1.1185, -0.6086], [-2.2446, -2.6051, 0.0552], [1.1183, 0.9689, 1.1566], [-1.0483, -0.3762, 0.7594], [0.3967, 0.1530, 0.4533], [0.2275, -0.0479, -0.0600], [-0.0472, -0.1242, -0.1181], [-2.0231, -0.0742, -0.2133], [-0.7983, 0.4505, 0.4118], [-4.0317, -0.9118, -0.8327], [-0.8053, -1.2423, 0.1643], [-0.8440, -0.4592, 0.7585], [-0.0103, -0.2175, 0.3892], [-0.0984, -0.2025, -0.0186], [0.7015, -0.2749, 1.0880], [-0.6039, 1.3324, -0.6374], [0.5450, -1.0807, -0.7169], [-0.6821, -0.6809, 0.2595], [0.3350, -0.7943, -3.3173], [-7.1945, 3.3611, -5.8453], [0.0548, -0.6764, 0.2005], [0.1277, 0.1942, 0.6011], [-0.2812, -0.0367, -0.4767], [0.0250, -0.5532, 0.3887], [0.3837, 0.8446, -0.4288], [0.3082, 0.2059, -0.8890], [-0.5856, 0.2929, 0.5055], [-5.0336, 6.1060, -5.0291], [-1.1976, -0.0909, -1.3719], [-0.8691, 0.9067, 0.1247], [1.9113, 4.7214, -0.0159], [-1.1903, -3.3467, -0.1026], [-0.5519, -0.2255, -0.9333], [2.0748, 1.9270, -1.3522], [1.2041, 0.4549, 0.9990], [1.6530, 0.0467, -0.3809], [-0.0498, 1.6371, -0.9420], [-0.1632, -0.5271, -0.2809], [2.3109, 2.7685, 0.7004], [0.2248, -1.0035, 0.3346], [-0.7931, -0.0633, 0.4179], [-1.0514, 0.0956, 0.1302], [-4.0088, -1.0267, 5.4055], [1.8335, 6.1393, 3.2300], [1.4956, -0.3746, -1.5813], [5.0786, -3.3372, 8.1338], [-2.7853, 0.9059, -0.7479], [-0.7931, 2.2747, -1.6182], [1.5384, -3.2665, -2.2227], [3.4996, -7.8362, 5.5910], [-2.0744, -1.7516, 1.4713], [1.9337, 0.4707, -1.6712], [0.2051, 0.2754, -0.5861], [-4.5167, 2.3632, -3.2767], [0.1024, -1.7246, -1.0090], [0.0258, 0.2600, 0.7760], [0.7399, -0.0761, -0.8210], [-0.1251, -0.1898, 0.9402], [-3.4690, -2.1516, -1.4712], [-0.8057, -1.2309, 1.1808], [-0.0151, 0.1854, -0.5429], [-0.2098, -0.1588, -0.2380], [-0.1144, 0.3427, -0.0255], [-0.7235, 0.0167, 0.2765], [-3.4313, -4.1859, -1.1173], [-0.0366, 0.0912, -0.5899], [2.0150, 1.4805, -2.3028], [1.7228, -1.1095, -0.2077], [0.1881, -0.0546, 2.1356], [0.7189, -0.8336, -0.4599], [-0.7292, -1.3064, -0.8693], [-0.1830, -0.5219, 0.4254], [-0.5104, 0.0038, -0.1187], [0.1841, 0.0478, 0.4044], [-0.1908, -0.0724, 0.4714], [0.8326, -0.1294, 0.1940], [0.6158, 0.7450, 0.1777], [2.5073, 0.4056, 1.0255], [-0.2476, -0.7408, 0.8682], [0.9590, 1.4395, 2.7980], [-3.0782, -0.7814, -0.8657], [3.2098, -0.6659, -1.0003], [0.8850, -2.8274, 1.2000], [3.9242, -1.8648, 1.9880], [-0.6158, 2.6350, 2.4500], [-0.7413, 1.0919, 0.1686], [0.9036, -3.8930, 5.7049], [0.7498, -0.7023, -1.3042], [0.2521, 0.4230, 0.0121], [0.8636, -2.6362, 1.7909], [1.4139, -1.1853, -0.1124], [-0.7201, 0.0871, -0.3305], [-0.2217, -0.5483, -0.8968], [1.6559, 0.3095, 1.9912], [0.1551, -3.8605, -2.4688], [1.9334, 0.7416, -1.2156], [-0.9878, -0.8706, 0.0242], [0.3586, 0.7278, -1.7689], [0.9753, 1.7708, 1.7399], [-0.3772, -0.8159, -0.7231], [0.3817, 1.1500, 1.6943], [-1.4638, -9.5524, -6.0665], [-0.0646, -0.5066, -0.3052], [0.0387, -0.1252, -0.4311], [0.0159, -0.6988, 0.0967], [0.3415, 0.6909, -2.6538]], "mulliken_charge": [-1.1677, -0.2929, -2.6485, -0.9519, 1.5539, -2.1720, 0.2895, 0.5564, 0.4023, 0.2115, 1.5718, -2.1938, -0.3034, 0.5885, 0.3884, 0.2609, 1.4858, 0.6214, 1.0795, -1.6146, -0.2926, -0.9836, -1.6494, 0.4503, 0.3409, 1.0695, -0.3480, 0.1952, 0.4854, 0.3971, 0.3281, 0.3489, -0.5648, -0.7077, 0.1071, 0.1763, -0.3857, -1.5787, 0.3817, 0.1307, 0.1556, 0.2584, -0.1326, 2.4101, 1.1931, 0.6338, 0.4406, 0.5038, -0.8172, -0.3383, -0.9257, -0.2317, -0.5460, -0.5118, 0.2302, 0.2709, 0.3517, 0.5633, 0.3883, 0.4469, 0.1178, 0.3284, 0.9316, -0.1783, 0.3351, -0.7774, 0.2512, -0.9074, -1.0339, 0.6932, 0.6424, 0.4333, -0.6920, 0.3805, 0.3170, 0.4101, -0.0290, -0.5090, 1.4191, 0.0181, -1.7362, -4.5358, 0.1558, 0.1391, 0.5709, -0.8801, 0.6587, -0.0762, 0.3247, -0.6649, 0.2246, -1.1044, -0.5473, 0.2224, 0.3814, 0.2248, 0.4089, 0.0008, 0.7145, 0.6244, -0.2090, -0.4800, 0.4272, -0.9439, -1.0037, 0.3353, 0.3279, 0.3831, 0.3057, 0.5293, 0.6009, 1.4450, -1.5352, 0.1611, 0.3023, -0.6753, 0.7193, -0.1364, 0.3795, -0.3410, 0.4933, -0.5738, 0.3660, 0.4668, 1.4380, 0.3405, 0.3919, -0.7368, 0.6109, -0.4440, -0.8743, -0.0551, 0.2489, -0.6032, -0.5423, -0.5092, 0.5139, 0.7916, 0.3677, 0.5514], "gap_ev": 4.9, "fmax_ha_per_bohr": 0.22189, "total_energy_ev": -89570.48559}